Computed, not measured: a 7-piece molecular cluster, C19H52O7 overall in a non-equilibrium geometry, with ωB97M-V/def2-TZVPD.

Each line ends with the Mulliken charge.
Geometry (Å):
C: -1.26788 -2.78634 3.08461  -1.185
C: -2.75921 -2.69667 3.31665  0.440
C: -3.28857 -1.30254 3.01435  -0.657
O: -3.47783 -3.60892 2.47670  -0.570
H: -0.89953 -3.79075 3.32145  0.454
H: -0.75463 -2.09541 3.75699  0.323
H: -0.98970 -2.55605 2.05610  0.185
H: -2.96778 -2.90242 4.37381  0.270
H: -2.78817 -0.85319 2.15692  -0.173
H: -3.04411 -0.64360 3.85319  0.398
H: -4.36604 -1.32175 2.87220  0.294
H: -3.03856 -4.46079 2.53458  0.315
C: -0.95214 2.74959 3.82033  -1.478
C: -0.43097 2.60709 2.40388  1.089
C: 0.64913 3.61078 2.05926  -1.302
O: 0.10215 1.29104 2.20710  -0.394
H: -1.56448 3.64609 3.93748  0.394
H: -0.14466 2.84182 4.55697  0.328
H: -1.52013 1.86705 4.11748  0.281
H: -1.29557 2.74343 1.74691  0.153
H: 0.87308 3.54803 0.99238  0.155
H: 1.57262 3.48712 2.62011  0.325
H: 0.24634 4.61481 2.23840  0.399
H: -0.33202 0.94055 1.42282  -0.037
C: -2.83568 -0.30500 -1.74635  -1.710
C: -2.04572 -0.46252 -0.46204  1.164
C: -0.55839 -0.41786 -0.71145  -0.770
O: -2.31600 0.71551 0.34446  -0.436
H: -2.63544 -1.11002 -2.45897  0.381
H: -2.56031 0.64150 -2.21466  0.319
H: -3.91224 -0.28389 -1.56298  0.467
H: -2.36007 -1.32888 0.12181  -0.008
H: -0.29693 -0.96765 -1.61076  -0.276
H: -0.00163 -0.82766 0.14398  0.139
H: -0.07449 0.56227 -0.75972  0.583
H: -3.26685 0.86243 0.43170  0.095
C: 0.36204 3.72134 -3.76775  -1.056
C: 1.87019 3.53493 -3.81985  0.517
C: 2.44701 2.94008 -2.55993  -1.027
O: 2.22226 2.66982 -4.90495  -0.543
H: -0.01183 4.10956 -4.71331  0.328
H: 0.06858 4.37398 -2.94249  0.347
H: -0.10917 2.75556 -3.56620  0.158
H: 2.38483 4.49392 -3.96754  0.250
H: 3.52326 2.79293 -2.65930  0.344
H: 2.03864 1.95626 -2.30663  0.007
H: 2.27891 3.57764 -1.68986  0.363
H: 2.31709 3.20206 -5.69919  0.313
C: 5.01918 -1.77741 0.06126  -1.270
C: 4.49333 -0.99263 1.26010  0.381
C: 2.99317 -0.86434 1.28142  -0.740
O: 4.88965 -1.64241 2.47833  -0.564
H: 4.73049 -1.34382 -0.89307  0.326
H: 4.66330 -2.80847 0.14302  0.279
H: 6.10765 -1.84580 0.12784  0.359
H: 4.94962 0.00669 1.25950  0.294
H: 2.57324 -0.59734 0.30761  -0.012
H: 2.64759 -0.16292 2.03676  0.281
H: 2.56613 -1.85344 1.48781  0.318
H: 5.67618 -1.20504 2.81201  0.332
C: 1.37991 -3.67249 -1.92544  -0.951
C: 1.85956 -3.17327 -3.28113  0.478
C: 1.48495 -1.72718 -3.51919  -1.001
O: 3.29901 -3.24519 -3.34334  -0.547
H: 1.66051 -4.71607 -1.77928  0.437
H: 0.28775 -3.62433 -1.86383  0.294
H: 1.78620 -3.04327 -1.13399  0.031
H: 1.44341 -3.79874 -4.07910  0.277
H: 2.01314 -1.31331 -4.37748  0.405
H: 1.82016 -1.14558 -2.65367  -0.039
H: 0.41211 -1.58774 -3.63694  0.354
H: 3.52714 -4.16328 -3.51229  0.309
C: -6.32710 1.29838 0.90530  -0.696
O: -5.02303 1.19221 1.46247  -0.358
H: -6.24391 1.24248 -0.17863  0.243
H: -6.98905 0.50687 1.26312  0.276
H: -6.79451 2.26129 1.13196  0.297
H: -4.99520 1.66088 2.30020  0.253

Computed properties:
HOMO energy (Ha): -0.3583
LUMO energy (Ha): 0.021
Kohn-Sham gap (eV): 10.322
Spin multiplicity: 1
E_tot (Ha): -1281.742456

---

Computed, not measured: a 3-piece molecular cluster, C4H7IOS overall in a non-equilibrium geometry, with ωB97M-V/def2-TZVPD.

Each line ends with the Mulliken charge.
Geometry (Å):
C: 0.63257 1.83763 0.99575  0.237
C: -1.12158 0.28877 1.05133  -1.257
C: -1.31587 -0.50798 -1.23660  -1.292
C: -0.83330 -0.60310 0.08033  0.815
O: 0.36813 2.83704 0.49509  -0.238
S: 0.38773 -1.85511 0.19371  -0.198
I: 4.22985 -0.55162 -0.06566  -0.085
H: -0.72802 0.24824 2.06300  0.373
H: 3.96262 0.69330 -0.89839  0.079
H: -1.69382 1.07753 0.79386  0.474
H: -1.65688 -1.48424 -1.74632  0.325
H: -2.22255 0.12628 -1.41417  0.346
H: -0.43252 -0.16292 -1.80007  0.293
H: 0.42365 -1.94381 1.48815  0.129

Computed properties:
HOMO energy (Ha): -0.3102
LUMO energy (Ha): 0.022
Kohn-Sham gap (eV): 9.027
Spin multiplicity: 1
E_tot (Ha): -927.650676

---

Which of these has the highest Kohn-Sham gap? C19H52O7